(1)
ORCA calculation (ωB97M-V/def2-TZVPD) on C16H35BeCl4F3LiNNaO6SSi2 as an isolated structure.

Calculated values
Calculated total energy ... -120778.877 eV

Structure (ORCA input):
```
! wB97M-V def2-TZVPD RIJCOSX def2/J DEFGRID3
* xyz 1 1
Cl 5.2076 -2.9660 2.7565
Cl 4.8323 -3.2361 -0.0846
Cl 6.3807 -1.0410 0.9449
Cl 3.5139 -1.1187 1.3286
S -4.9676 -1.2233 -0.5548
Si -3.8276 -0.5948 -2.2183
Si -2.3057 0.5050 -0.1027
Na -4.5156 2.7583 0.6464
F 2.9881 -6.3411 0.7045
F -6.5498 -1.3776 1.4573
F -6.3753 -0.0237 1.2654
O -1.9432 3.9190 -5.3916
O 2.6094 2.9725 5.7425
O 2.0755 0.8105 5.3564
O -2.2637 4.2076 -3.2473
O 3.7622 1.8685 4.2946
O -2.6548 0.5106 -1.7400
N -2.5627 -4.4606 -0.9016
C 1.0489 -1.4286 -1.2528
C -0.6765 -6.1581 -1.4866
C 2.7454 1.7915 5.1549
C 0.1482 -2.2481 -0.3347
C -1.1374 2.2007 -3.8163
C -1.2911 3.2801 -6.4971
C 0.5520 0.8023 0.0386
C -1.7985 3.5250 -4.1239
C 4.0716 0.6282 3.6563
C 4.9917 -2.0737 1.2231
C 1.5699 3.0590 6.7325
C 0.7359 0.0791 -1.3054
C -0.7769 1.5631 0.1281
C 1.9618 2.3835 8.0280
C -2.0642 2.0745 -6.9877
C -1.7333 -5.2117 -1.1596
Be 0.0613 0.4868 2.6275
Li 3.7130 -5.1726 2.4664
H -2.1417 1.3045 -6.2193
H 0.7232 0.1007 0.9194
H 1.4191 4.1229 6.9015
H -3.1884 -1.7002 -2.9512
H -4.7030 0.0727 -3.1999
H -1.1123 -7.0702 -1.8883
H -0.7950 2.4372 -0.5205
H -3.0796 2.3632 -7.2575
H 1.3426 1.5464 0.1325
H 4.8261 0.8318 2.9023
H -2.1883 -0.8564 0.4093
H 0.7456 -3.0521 0.0928
H -0.2576 3.0388 -6.2463
H 0.9286 -1.7759 -2.2776
H -5.0468 -2.5542 -0.6789
H 4.4819 -0.0732 4.3845
H -0.4270 1.8673 -4.5693
H 2.0965 -1.5957 -1.0277
H -1.2531 4.0342 -7.2797
H -0.2428 -1.6923 0.5108
H -0.8600 1.9785 1.1421
H -0.6798 -2.7205 -0.8501
H -0.1112 0.2105 -1.9750
H 2.0964 1.3123 7.8887
H 0.6399 2.6549 6.3326
H -0.0101 -5.7238 -2.2287
H 3.1971 0.2020 3.1789
H -0.5857 2.3023 -2.8862
H 1.5890 0.5394 -1.8000
H -0.1031 -6.3993 -0.5922
H -3.4332 1.1271 0.6780
H 2.9052 2.7871 8.3966
H 1.1918 2.5371 8.7832
H -1.9119 1.4527 -3.6912
H -1.5782 1.6404 -7.8608
*
```


(2)
ORCA calculation (ωB97M-V/def2-TZVPD) on a 3-piece molecular cluster, C16H35BrO8S3 overall.

Calculated values
Calculated total energy ... -136086.984 eV
Structure (SMILES) ... CCCCCCCCC(=O)O[C@@H](S)Br.CCOS(C)(=O)=O.CCOS(C)(=O)=O

Structure (ORCA input):
```
! wB97M-V def2-TZVPD RIJCOSX def2/J DEFGRID3
* xyz 0 1
Br -1.8121 -2.6210 0.6715
S 1.3398 -2.1773 -5.0820
S -1.0171 3.0654 4.9308
S -4.6517 -1.4220 0.1911
O -0.4688 4.0223 4.0193
O -2.2979 3.6961 5.6260
O -2.4472 -0.4315 -0.7527
O 0.2788 -2.9288 -4.1696
O -1.3290 1.7455 4.4751
O 1.8324 -1.0358 -4.3733
O 0.8085 -2.0216 -6.3994
O -3.2779 1.6953 -0.7543
C -1.8491 -1.7598 -4.5728
C -0.8707 1.3905 -0.6940
C -4.1878 3.2055 4.1237
C -0.0049 2.9607 6.3651
C 3.9600 -0.9453 -1.2075
C -3.3133 4.2629 4.7669
C -0.7719 -2.1342 -3.5749
C 3.2916 -3.2103 -0.1916
C 3.3581 -0.0689 -0.1122
C 3.2449 -2.2798 -1.4246
C 1.9819 0.4587 -0.4795
C -2.8998 -1.0098 0.4297
C 1.3003 1.1926 0.6848
C -0.2263 1.1428 0.6695
C -2.3097 0.9742 -0.7120
C 2.5602 -3.4442 -5.0939
H -0.6019 1.9251 1.3276
H -4.5886 2.5295 4.8785
H -2.2174 -2.6463 -5.0882
H 2.2946 -3.4793 0.1384
H -0.5226 2.3696 7.1152
H 1.6451 0.7006 1.5934
H 3.8030 -2.7114 0.6249
H 2.0329 1.1266 -1.3394
H -0.5421 0.2053 1.1173
H -0.3755 0.8557 -1.5013
H 3.3583 -3.1101 -5.7527
H 0.9179 2.4690 6.0665
H -0.3402 -1.2490 -3.1048
H -5.0160 3.6809 3.5986
H -2.6794 -1.2810 -4.0530
H 4.0300 0.7669 0.0696
H 2.2099 -2.1214 -1.7093
H -1.4721 -1.0708 -5.3276
H -1.1975 -2.7512 -2.7871
H -2.7466 -0.3823 1.2964
H 3.9279 -0.3951 -2.1468
H 1.3244 -0.3572 -0.7754
H 2.1113 -4.3564 -5.4765
H -3.6271 2.6080 3.4063
H 2.9316 -3.5818 -4.0823
H 5.0007 -1.1769 -0.9865
H -0.8363 2.4477 -0.9350
H -3.9043 4.9010 5.4201
H 1.6558 2.2176 0.7635
H -2.8393 4.9012 4.0202
H -4.9455 -1.8060 1.4413
H 3.2513 -0.6337 0.8114
H 0.1966 3.9653 6.7250
H 3.7079 -2.7619 -2.2801
H 3.8323 -4.1205 -0.4276
*
```


(3)
ORCA calculation (ωB97M-V/def2-TZVPD) on C16H35GaNOP2Si as an isolated structure.

Calculated values
Calculated total energy ... -99516.912 eV

Structure (ORCA input):
```
! wB97M-V def2-TZVPD RIJCOSX def2/J DEFGRID3
* xyz 1 1
Ga 0.2933 -0.5902 -1.4945
P 0.2691 1.7282 -1.9013
P 0.2715 -2.9040 -1.9247
Si -1.5299 0.6325 1.4904
O 2.7424 -0.5950 0.3936
N 0.1425 0.6857 0.4762
C 1.5814 -3.9337 -1.1250
C -1.7115 -0.9658 2.4634
C 2.4086 1.1152 4.1342
C 2.0048 2.2443 3.4232
C 2.0693 -0.1518 3.6731
C -1.2705 -3.8276 -1.4940
C 1.3447 -0.2922 2.4899
C 1.8002 -0.5922 -0.3036
C -1.7762 2.0569 2.6922
C -1.1937 2.6874 -1.3034
C 0.9554 0.8361 1.7076
C 0.4811 -3.3169 -3.7103
C -3.0864 0.5894 0.4324
C 0.3025 2.1548 -3.6957
C 1.2764 2.1122 2.2354
C 1.6836 2.7132 -1.2357
H -0.5679 1.6848 -4.1810
H -2.7194 -0.9868 2.9259
H -1.0043 -0.5930 -2.6354
H 1.4819 -3.8524 -0.0298
H -0.6623 -0.1796 -0.5275
H -2.1214 -3.3393 -1.9967
H 1.6118 3.7787 -1.5180
H 1.5121 -4.9940 -1.4264
H -3.0354 -0.2318 -0.3112
H -2.1062 2.2285 -1.7187
H 1.6993 2.6208 -0.1371
H 0.4367 -4.4071 -3.8808
H -3.2873 1.5523 -0.0613
H -1.1394 3.7480 -1.6075
H 1.4521 -2.9225 -4.0506
H 2.3628 -1.0306 4.2338
H -1.7340 3.0236 2.1508
H 2.2472 3.2287 3.8018
H -0.9753 -1.0390 3.2847
H 0.2809 3.2480 -3.8515
H -1.6095 -1.8327 1.7788
H -1.2397 2.6232 -0.2034
H 0.9503 3.0204 1.7490
H 2.9686 1.2223 5.0541
H -0.3154 -2.8111 -4.2792
H 2.6215 2.2874 -1.6286
H -3.9511 0.4035 1.1016
H 1.0849 -1.2953 2.1674
H -2.7710 1.9531 3.1709
H -1.0119 2.0373 3.4933
H 1.2165 1.7294 -4.1404
H -1.4303 -3.7724 -0.4040
H 2.5672 -3.5304 -1.4097
H -1.2120 -4.8866 -1.8031
H -0.6564 -1.0710 -0.5310
*
```


Sequential E_HOMO output: -0.362 -0.347 -0.402 hartree
Sequential HOMO-LUMO gap output: 5.4 9.9 7.2 eV